Entry 1:
Density functional theory data (ωB97M-V/def2-TZVPD) for a molecular structure, C21H39N2O2OsP3.

Last column: Löwdin charge in e.
Geometry (Å):
P 4.137 -1.356 0.001  1.05
C 4.265 -0.969 1.799  -0.21
H 5.291 -0.723 2.107  0.10
H 3.898 -1.820 2.376  0.04
H 3.602 -0.114 1.995  0.05
C 5.601 -2.397 -0.381  -0.20
H 5.579 -2.593 -1.461  0.07
H 5.486 -3.357 0.139  0.07
H 6.547 -1.920 -0.105  0.09
C 4.632 0.292 -0.648  -0.23
H 5.694 0.511 -0.445  0.10
H 3.999 1.067 -0.186  0.04
H 4.456 0.306 -1.728  0.04
P -1.072 3.503 -0.888  0.87
C -1.175 3.977 0.862  -0.21
H -1.595 4.990 0.940  0.09
H -0.171 3.959 1.307  0.06
H -1.820 3.263 1.390  0.06
C -0.292 4.944 -1.683  -0.20
H -0.439 4.899 -2.769  0.06
H 0.787 4.919 -1.461  0.07
H -0.718 5.875 -1.284  0.09
C -2.798 3.437 -1.452  -0.22
H -3.279 4.421 -1.331  0.09
H -3.332 2.685 -0.845  0.05
H -2.823 3.130 -2.506  0.05
P -3.217 -2.152 0.466  0.87
C -3.679 -2.585 2.146  -0.15
H -4.504 -3.310 2.106  0.09
H -4.008 -1.693 2.696  0.09
H -2.828 -3.043 2.668  0.07
C -4.676 -2.070 -0.578  -0.14
H -5.508 -2.584 -0.075  0.09
H -4.479 -2.564 -1.541  0.08
H -4.957 -1.022 -0.759  0.08
C -2.015 -3.318 -0.169  -0.15
H -2.518 -4.028 -0.845  0.10
H -1.559 -3.889 0.654  0.08
H -1.222 -2.800 -0.725  0.03
Os 0.043 0.982 -1.674  1.47
C 0.753 1.491 -0.040  -0.36
O 1.295 1.851 0.962  0.09
C -2.564 -0.421 0.499  -0.24
O -2.511 0.691 0.880  0.06
C -1.402 0.611 -3.088  -0.18
C -1.008 -0.577 -2.484  -0.20
C 0.348 -0.896 -2.377  -0.20
C 1.311 -0.029 -2.902  -0.18
C 0.908 1.160 -3.509  -0.17
C -0.444 1.483 -3.604  -0.18
H -2.452 0.882 -3.114  0.15
H -1.751 -1.235 -2.056  0.11
H 0.660 -1.792 -1.856  0.13
H 2.364 -0.248 -2.759  0.14
H 1.653 1.870 -3.850  0.17
H -0.744 2.428 -4.036  0.16
C -0.399 0.374 3.704  0.01
C 0.134 -0.762 2.939  -0.39
N 0.149 -0.931 1.621  0.07
C 0.769 -2.136 1.385  -0.20
C 1.115 -2.720 2.583  -0.07
N 0.705 -1.835 3.558  0.14
H -1.474 0.241 3.889  0.10
H 0.124 0.447 4.666  0.11
H -0.243 1.296 3.134  0.07
H 0.954 -2.512 0.389  0.07
H 1.591 -3.665 2.789  0.13
H 0.824 -1.916 4.562  0.18

Atoms 1-6, force components in eV/Å:
P 3.7 1.6 1.8
C -1.4 -0.5 0.0
H -0.1 -0.1 -0.5
H 0.2 0.1 0.1
H 0.2 -0.2 0.0
C -1.3 -1.1 -0.7

- Frontier orbital gap (alpha / beta): 6.790 / 4.334 eV
- Spin multiplicity: 5
- Strongest force on any atom: 9.623 eV Å⁻¹
- LUMO energy (alpha / beta): -11.964 / -14.799 eV
- Total charge: +4
- HOMO level (alpha / beta): -18.75 / -19.13 eV
- Total energy: -59773.3765 eV

***

Entry 2:
Density functional theory data (ωB97M-V/def2-TZVPD) for 5 unconnected molecules or ions with the total composition C29H28FIN4O10.

Last column: Löwdin charge in e.
Geometry (Å):
O -2.867 3.194 -1.210  0.09
N -1.728 2.937 -0.896  -0.34
O -1.351 1.865 -0.466  -0.12
C -0.716 3.994 -1.027  -0.14
C -1.102 5.245 -1.470  0.00
C -0.145 6.241 -1.569  -0.06
C 1.175 5.975 -1.228  -0.11
C 1.544 4.709 -0.792  -0.07
C 0.593 3.707 -0.689  0.02
H -2.129 5.444 -1.733  0.12
H -0.429 7.226 -1.910  0.11
H 1.919 6.756 -1.303  0.11
H 2.572 4.502 -0.532  0.12
H 0.872 2.720 -0.350  0.12
O -0.396 -2.105 2.737  0.07
N 0.594 -2.590 3.237  -0.35
O 0.814 -3.779 3.344  0.08
C 1.609 -1.645 3.720  -0.15
C 1.362 -0.295 3.573  0.00
C 2.307 0.615 4.012  -0.06
C 3.483 0.166 4.597  -0.06
C 3.716 -1.197 4.735  -0.06
C 2.776 -2.115 4.291  0.00
H 0.448 0.047 3.111  0.12
H 2.127 1.669 3.892  0.07
H 4.219 0.881 4.939  0.11
H 4.635 -1.547 5.185  0.11
H 2.954 -3.175 4.390  0.12
O -1.809 -4.710 -3.403  0.04
N -2.588 -5.165 -2.583  -0.33
O -2.260 -5.860 -1.651  0.10
C -4.009 -4.836 -2.735  -0.14
C -4.407 -4.061 -3.809  0.00
C -5.752 -3.767 -3.955  -0.06
C -6.673 -4.244 -3.032  -0.07
C -6.251 -5.013 -1.956  -0.06
C -4.909 -5.315 -1.802  0.00
H -3.685 -3.692 -4.521  0.12
H -6.081 -3.166 -4.790  0.11
H -7.723 -4.015 -3.152  0.11
H -6.969 -5.380 -1.237  0.11
H -4.575 -5.913 -0.969  0.12
O 3.562 3.377 3.713  0.06
N 3.711 4.298 2.934  -0.34
O 4.763 4.598 2.419  0.09
C 2.522 5.085 2.573  -0.14
C 1.308 4.780 3.158  0.00
C 0.195 5.531 2.819  -0.05
C 0.309 6.569 1.904  -0.06
C 1.536 6.856 1.322  -0.10
C 2.655 6.111 1.657  -0.02
H 1.224 3.972 3.869  0.11
H -0.761 5.308 3.271  0.11
H -0.562 7.156 1.644  0.11
H 1.623 7.663 0.608  0.11
H 3.612 6.330 1.209  0.13
C 1.025 -4.800 -0.584  -0.06
C 0.287 -3.456 -0.455  -0.31
C 0.028 -2.766 -1.785  -0.63
I -0.756 -0.797 -1.350  1.06
C 1.309 -2.541 -2.545  -0.54
O 2.316 -2.115 -2.008  0.12
O 1.302 -2.773 -3.912  0.04
C 1.102 -4.088 -4.288  -0.24
F 2.307 -4.727 -4.389  0.02
H 1.972 -4.770 -0.070  0.08
H 1.178 -5.123 -1.605  0.06
H 0.436 -5.568 -0.103  0.07
H -0.653 -3.600 0.054  0.09
H 0.903 -2.792 0.132  0.08
H -0.732 -3.286 -2.354  0.04
H 0.498 -4.634 -3.578  0.09
H 0.620 -4.105 -5.254  0.14

Atoms 1-6, force components in eV/Å:
O -0.2 0.0 -0.1
N 0.1 0.1 0.0
O -0.1 0.1 0.2
C 0.1 0.2 0.0
C -0.1 0.1 0.0
C 0.2 0.0 0.0

- Frontier orbital gap: 8.262 eV
- Strongest force on any atom: 2.302 eV Å⁻¹
- LUMO energy: -0.824 eV
- SMILES string: O=[N+]([O-])c1ccccc1.O=[N+]([O-])c1ccccc1.O=[N+]([O-])c1ccccc1.O=[N+]([O-])c1ccccc1.CC[C@@H](I)C(=O)OCF
- HOMO level: -9.09 eV
- Total energy: -67769.4563 eV

***

Entry 3:
Density functional theory data (ωB97M-V/def2-TZVPD) for a molecular structure, C3H2FHgO2.

Last column: Löwdin charge in e.
Geometry (Å):
F -1.958 -1.669 -2.133  -0.73
O 0.297 1.074 -0.836  -0.07
C 0.820 -0.210 -0.670  -0.16
C -0.433 1.469 0.224  0.07
O 0.888 -0.396 0.587  -0.04
C 0.153 0.652 1.302  -0.14
Hg -0.006 -2.328 -2.344  0.79
H -0.615 0.190 1.939  0.14
H 0.855 1.217 1.932  0.15

Atoms 1-6, force components in eV/Å:
F 0.0 0.1 0.1
O -2.0 -0.3 -0.5
C 1.1 0.5 0.0
C 1.4 1.2 -0.1
O -0.2 -0.9 0.6
C -0.6 -0.5 0.4

- Frontier orbital gap (alpha / beta): 7.719 / 8.275 eV
- Spin multiplicity: 2
- Strongest force on any atom: 2.040 eV Å⁻¹
- LUMO energy (alpha / beta): -0.919 / -1.991 eV
- HOMO level (alpha / beta): -8.64 / -10.27 eV
- Total energy: -14124.2966 eV

***

Entry 4:
Density functional theory data (ωB97M-V/def2-TZVPD) for C5H9N in the gas phase.

Last column: Löwdin charge in e.
Geometry (Å):
N 0.854 -1.678 -0.888  0.00
C -0.080 -0.869 -0.101  -0.48
C -0.913 0.162 -0.741  -0.09
C -0.934 1.331 -0.026  -0.12
C 0.034 1.264 1.035  -0.24
C 0.758 -0.032 0.813  -0.19
H 0.251 -2.128 -1.691  0.11
H 1.491 -0.999 -1.358  0.08
H -0.816 -1.596 0.448  0.17
H -1.600 -0.048 -1.625  0.12
H -1.594 2.189 -0.338  0.12
H 0.668 2.210 0.943  0.13
H -0.459 1.447 1.982  0.11
H 1.108 -0.662 1.640  0.12
H 1.781 0.201 0.329  0.14

Atoms 1-6, force components in eV/Å:
N -1.6 -0.6 -2.7
C -0.5 -1.5 0.5
C -2.3 1.9 -1.0
C -1.8 -1.5 -3.8
C 1.2 2.9 1.5
C 2.8 -0.4 0.7

- Frontier orbital gap: 10.081 eV
- Strongest force on any atom: 4.467 eV Å⁻¹
- LUMO energy: 1.148 eV
- SMILES string: N[C@@H]1C=CCC1
- HOMO level: -8.93 eV
- Total energy: -6819.6262 eV

***

Entry 5:
Density functional theory data (ωB97M-V/def2-TZVPD) for C5H8 in the gas phase.

Last column: Löwdin charge in e.
Geometry (Å):
C -1.733 -0.329 0.125  -0.10
C -0.572 0.804 -0.330  -0.14
C 0.803 -0.102 -0.521  -0.23
C 2.112 0.337 0.212  -0.02
C 1.506 -0.733 0.680  -0.04
H -1.531 -0.614 1.135  0.03
H -1.787 -1.132 -0.557  0.03
H -2.847 0.006 0.049  0.08
H -0.564 1.698 0.341  0.10
H -0.917 1.143 -1.253  0.04
H 0.937 -0.470 -1.496  0.08
H 2.989 0.957 0.247  0.08
H 1.603 -1.568 1.367  0.09

Atoms 1-6, force components in eV/Å:
C -0.8 3.5 -0.5
C -0.3 -3.8 1.6
C -0.5 3.2 2.9
C -1.7 -1.9 0.1
C 0.7 1.3 -1.0
H 0.0 -0.5 0.5

- Frontier orbital gap: 10.627 eV
- Strongest force on any atom: 4.326 eV Å⁻¹
- LUMO energy: 1.310 eV
- SMILES string: CCC1C=C1
- HOMO level: -9.32 eV
- Total energy: -5311.0003 eV

***

Entry 6:
Density functional theory data (ωB97M-V/def2-TZVPD) for C5H8O2 in the gas phase.

Last column: Löwdin charge in e.
Geometry (Å):
C 1.511 -0.379 -0.085  -0.21
C 0.921 0.843 -0.662  -0.24
O -0.294 0.656 -1.384  -0.06
C -1.270 0.016 -0.567  -0.22
C -1.360 0.186 0.941  -0.03
C -0.800 -1.078 0.341  -0.24
O 0.591 -1.351 0.405  -0.06
H 2.218 -0.959 -0.669  0.11
H 2.384 0.371 0.386  0.17
H 0.738 1.617 0.084  0.11
H 1.960 1.195 -1.000  0.14
H -2.217 -0.084 -1.102  0.15
H -0.667 0.837 1.459  0.11
H -2.343 0.133 1.407  0.11
H -1.371 -2.003 0.446  0.15

Atoms 1-6, force components in eV/Å:
C 1.1 0.7 0.3
C 0.5 0.4 0.2
O 0.4 0.3 -0.3
C 0.2 -0.1 -0.1
C 0.0 0.2 0.1
C 0.2 0.1 0.0

- Frontier orbital gap: 9.807 eV
- Strongest force on any atom: 3.307 eV Å⁻¹
- LUMO energy: 0.930 eV
- SMILES string: C1CO[C@@H]2C[C@@H]2O1
- HOMO level: -8.88 eV
- Total energy: -9405.4895 eV

***

Entry 7:
Density functional theory data (ωB97M-V/def2-TZVPD) for C5H11Br in the gas phase.

Last column: Löwdin charge in e.
Geometry (Å):
C 1.490 1.028 0.314  -0.06
C -0.447 -1.295 1.024  -0.08
C -0.303 -0.498 -1.393  -0.17
C -0.118 1.226 0.312  -0.27
C -0.778 -0.072 -0.038  -0.96
Br -2.713 -0.019 -0.001  0.82
H 1.834 0.985 -0.781  0.09
H 1.706 0.137 0.972  0.08
H 1.873 1.927 0.623  0.02
H -0.305 -1.025 2.010  0.04
H 0.456 -1.817 0.658  0.07
H -1.187 -2.020 0.708  0.04
H 0.001 0.301 -2.017  0.06
H 0.405 -1.369 -1.336  0.10
H -1.121 -0.889 -1.970  0.04
H -0.429 1.381 1.302  0.07
H -0.364 2.020 -0.385  0.10

Atoms 1-6, force components in eV/Å:
C -2.6 -1.6 -1.9
C 0.0 0.6 -4.5
C -0.3 -2.2 0.0
C 2.3 -1.6 -0.2
C 7.0 -1.3 0.2
Br -6.0 0.3 0.4

- Frontier orbital gap (alpha / beta): 5.140 / 6.913 eV
- Spin multiplicity: 3
- Strongest force on any atom: 7.143 eV Å⁻¹
- LUMO energy (alpha / beta): 0.895 / -3.668 eV
- HOMO level (alpha / beta): -4.24 / -10.58 eV
- Total energy: -75399.1813 eV

***

Entry 8:
Density functional theory data (ωB97M-V/def2-TZVPD) for a molecular structure, C35H47N4PSSn.

Last column: Löwdin charge in e.
Geometry (Å):
Sn -0.103 -1.792 0.159  0.91
C -3.366 2.225 1.712  -0.03
N -3.662 1.433 0.532  -0.12
C -4.304 1.936 -0.582  -0.03
C -4.429 0.935 -1.460  -0.04
N -3.866 -0.202 -0.883  0.04
C -3.363 0.117 0.362  -0.68
S -2.551 -0.811 1.509  0.60
C -3.899 -1.480 -1.515  -0.27
C -4.746 -1.689 -2.603  0.00
C -4.730 -2.936 -3.198  -0.06
C -3.896 -3.925 -2.698  -0.06
C -3.104 -3.608 -1.610  -0.13
N -3.105 -2.409 -1.034  0.08
H -4.273 2.732 2.038  0.10
H -2.592 2.958 1.485  0.08
H -3.016 1.556 2.494  0.05
H -4.586 2.970 -0.658  0.13
H -4.805 0.953 -2.464  0.12
H -5.404 -0.924 -2.982  0.10
H -5.373 -3.133 -4.046  0.11
H -3.859 -4.911 -3.139  0.10
H -2.420 -4.331 -1.180  0.11
C -2.835 1.891 -5.497  -0.10
C -2.688 0.516 -5.603  -0.09
C -2.064 -0.194 -4.588  -0.05
C -1.564 0.444 -3.449  -0.21
C -1.730 1.830 -3.354  -0.04
C -2.354 2.541 -4.367  -0.09
C -0.992 -0.405 -2.379  -0.15
C -0.317 -0.087 -1.267  -0.33
C 0.206 1.255 -0.970  -0.29
C 1.184 1.840 -1.780  -0.05
C 1.677 3.105 -1.498  -0.09
C 1.203 3.816 -0.401  -0.10
C 0.255 3.231 0.427  -0.10
C -0.221 1.956 0.158  -0.08
H -3.319 2.453 -6.286  0.10
H -3.060 -0.007 -6.476  0.10
H -1.963 -1.271 -4.668  0.11
H -1.380 2.355 -2.476  0.10
H -2.468 3.614 -4.271  0.10
H -1.240 -1.458 -2.525  0.06
H 1.543 1.296 -2.646  0.12
H 2.430 3.543 -2.141  0.10
H 1.588 4.804 -0.183  0.10
H -0.094 3.761 1.307  0.10
H -0.917 1.470 0.828  0.06
C 3.816 -0.557 0.684  -0.09
C 3.622 -1.336 1.998  -0.59
C 4.837 -1.087 2.896  -0.08
C 3.606 -2.820 1.598  -0.10
P 1.923 -0.895 2.718  0.84
N 0.878 -0.766 1.584  -0.42
C 2.044 0.780 3.586  -0.58
C 2.744 1.751 2.623  -0.09
C 0.618 1.331 3.783  -0.09
C 2.774 0.811 4.932  -0.08
C 1.466 -2.193 4.023  -0.59
C 0.949 -3.459 3.320  -0.11
C 2.581 -2.591 4.996  -0.08
C 0.275 -1.671 4.841  -0.09
H 4.650 -1.008 0.139  0.08
H 4.055 0.491 0.839  0.06
H 2.925 -0.609 0.059  0.06
H 5.727 -1.473 2.389  0.09
H 4.768 -1.590 3.860  0.06
H 5.006 -0.026 3.074  0.06
H 4.492 -3.022 0.989  0.09
H 2.729 -3.069 0.997  0.05
H 3.646 -3.489 2.455  0.06
H 2.298 1.714 1.627  0.07
H 3.813 1.563 2.547  0.06
H 2.622 2.767 3.009  0.09
H 0.012 1.137 2.899  0.04
H 0.685 2.412 3.934  0.08
H 0.117 0.912 4.650  0.06
H 3.793 0.431 4.877  0.06
H 2.243 0.256 5.705  0.06
H 2.832 1.852 5.267  0.09
H 1.724 -4.014 2.798  0.06
H 0.156 -3.228 2.610  0.01
H 0.526 -4.121 4.081  0.09
H 3.387 -3.134 4.506  0.06
H 2.158 -3.259 5.753  0.09
H 3.014 -1.740 5.520  0.06
H -0.521 -1.294 4.196  0.07
H 0.561 -0.893 5.546  0.06
H -0.130 -2.502 5.424  0.09

Atoms 1-6, force components in eV/Å:
Sn -0.1 0.0 0.0
C 0.0 0.0 0.0
N 0.0 0.0 0.0
C 0.0 0.0 0.1
C 0.0 0.0 -0.1
N 0.0 0.0 0.0

- Frontier orbital gap: 7.167 eV
- Strongest force on any atom: 0.081 eV Å⁻¹
- LUMO energy: 0.572 eV
- HOMO level: -6.60 eV
- Total energy: -68974.0277 eV